(1)
{"formula": "C3H8DyO2", "method": "wB97M-V/def2-TZVPD", "species": ["C", "C", "O", "C", "Dy", "H", "H", "H", "H", "H", "H", "H", "O", "H"], "coordinates": [[-0.767, 1.277, 0.733], [-0.769, 0.289, -0.401], [-0.171, -0.946, 0.086], [0.122, -1.902, -0.902], [0.908, -0.080, 2.210], [1.863, 2.056, 0.596], [-1.801, 1.429, 1.081], [-0.174, 0.621, -1.269], [-1.772, 0.010, -0.772], [0.460, -2.811, -0.390], [-0.776, -2.107, -1.508], [0.926, -1.557, -1.574], [2.338, 1.417, 1.300], [-0.387, 2.304, 0.811]], "s2": 12.0569, "e_tot_ha": -1154.5339, "e_homo_ev": [-6.6, -7.1], "orbital_gap_ev": [6.6, 6.2], "max_force_ha_per_bohr": 0.0744, "lumo_ev": [0.0, -0.9], "multiplicity": 7}

***

(2)
{"formula": "C4H2OS", "method": "wB97M-V/def2-TZVPD", "species": ["O", "C", "C", "C", "C", "S", "H", "H"], "coordinates": [[1.752, -2.925, -0.481], [1.866, -1.842, 0.151], [0.722, -0.821, 0.133], [-0.224, -0.107, -0.046], [-1.238, 0.875, -0.447], [-1.347, 2.247, 0.345], [2.767, -1.750, 0.881], [-1.978, 0.569, -1.304]], "e_tot_ha": -626.9145, "e_homo_ev": -9.5, "orbital_gap_ev": 7.8, "smiles": "O=CC#CC=S", "e_above_lowest_ev": 0.562, "max_force_ha_per_bohr": 0.0855, "lumo_ev": -1.6}

***

(3)
{"formula": "C21H21F2NO2", "method": "wB97M-V/def2-TZVPD", "species": ["O", "C", "N", "C", "C", "C", "C", "C", "C", "O", "C", "C", "C", "C", "C", "F", "C", "C", "C", "C", "C", "C", "F", "C", "C", "C", "H", "H", "H", "H", "H", "H", "H", "H", "H", "H", "H", "H", "H", "H", "H", "H", "H", "H", "H", "H", "H"], "coordinates": [[3.920, -0.810, 4.242], [2.823, -0.259, 4.209], [2.161, -0.010, 2.998], [0.756, -0.461, 2.772], [1.037, -1.601, 1.917], [2.394, -1.398, 1.265], [2.782, 0.034, 1.668], [2.220, 1.326, 0.930], [0.692, 1.294, 0.951], [0.227, 0.424, -0.056], [-1.065, 0.681, -0.688], [-1.728, -0.727, -0.789], [-2.840, -1.002, 0.065], [-3.359, -2.278, 0.160], [-2.873, -3.283, -0.582], [-3.469, -4.503, -0.599], [-1.869, -3.080, -1.503], [-1.167, -1.784, -1.427], [-0.900, 1.321, -2.058], [0.321, 1.448, -2.762], [0.440, 2.220, -3.932], [-0.652, 2.931, -4.405], [-0.536, 3.588, -5.626], [-1.919, 2.706, -3.816], [-2.016, 1.901, -2.606], [0.172, 0.900, 2.400], [2.407, -0.212, 5.259], [0.326, -0.852, 3.696], [1.031, -2.518, 2.531], [0.208, -1.620, 1.132], [2.458, -1.521, 0.208], [2.968, -2.156, 1.719], [3.904, 0.134, 1.638], [2.616, 1.151, -0.006], [2.704, 2.015, 1.537], [0.432, 2.337, 0.613], [-1.701, 1.354, -0.095], [-3.234, -0.191, 0.663], [-4.180, -2.490, 0.764], [-1.452, -3.814, -2.213], [-0.357, -1.681, -2.168], [1.117, 0.811, -2.466], [1.308, 2.345, -4.681], [-2.815, 3.073, -4.346], [-2.893, 1.688, -2.124], [-0.939, 0.877, 2.508], [0.539, 1.692, 3.104]], "e_tot_ha": -1217.6739, "e_homo_ev": -8.7, "orbital_gap_ev": 9.3, "smiles": "O=CN1[C@@H]2CC[C@H]1C[C@@H](OC(c1ccc(F)cc1)c1ccc(F)cc1)C2", "e_above_lowest_ev": 1.278, "max_force_ha_per_bohr": 0.1020, "lumo_ev": 0.5}

***

(4)
{"formula": "C35H43N3O3P2S6Tc", "method": "wB97M-V/def2-TZVPD", "species": ["Tc", "C", "C", "S", "C", "C", "S", "C", "C", "S", "H", "H", "H", "H", "H", "H", "H", "H", "H", "H", "H", "H", "C", "N", "P", "C", "C", "C", "C", "C", "C", "C", "C", "C", "C", "C", "C", "P", "C", "C", "C", "C", "C", "C", "C", "C", "C", "C", "C", "C", "H", "H", "H", "H", "H", "H", "H", "H", "H", "H", "H", "H", "H", "H", "H", "H", "H", "H", "H", "H", "H", "H", "H", "C", "N", "C", "C", "N", "C", "S", "H", "H", "H", "H", "H", "H", "H", "H", "O", "S", "O", "O", "S"], "coordinates": [[0.164, -0.593, -0.373], [-2.270, 2.004, 4.643], [-2.948, 2.520, 3.381], [-2.074, 2.115, 1.837], [-3.153, 0.928, 1.015], [-3.118, -0.523, 1.455], [-1.509, -1.410, 1.419], [-1.150, -1.610, 3.195], [-0.849, -0.377, 4.036], [-2.352, 0.216, 4.875], [-2.770, 2.430, 5.514], [-1.230, 2.328, 4.697], [-3.010, 3.609, 3.421], [-3.968, 2.143, 3.310], [-2.908, 1.016, -0.044], [-4.188, 1.266, 1.110], [-3.788, -1.111, 0.829], [-3.433, -0.614, 2.495], [-0.340, -2.335, 3.244], [-2.031, -2.135, 3.571], [-0.436, 0.425, 3.428], [-0.108, -0.643, 4.790], [3.885, 1.262, -0.130], [3.312, -0.102, -0.159], [2.208, -0.592, 1.100], [2.886, -2.207, 1.545], [2.036, -3.243, 1.922], [2.545, -4.492, 2.241], [3.914, -4.711, 2.182], [4.768, -3.686, 1.797], [4.260, -2.439, 1.472], [2.492, 0.531, 2.472], [3.601, 0.390, 3.309], [3.817, 1.310, 4.320], [2.932, 2.367, 4.504], [1.829, 2.508, 3.675], [1.608, 1.591, 2.659], [2.354, -0.544, -1.490], [3.207, -0.003, -2.968], [2.598, 0.700, -3.998], [3.322, 0.994, -5.146], [4.644, 0.593, -5.253], [5.256, -0.102, -4.215], [4.542, -0.408, -3.071], [2.106, -2.308, -1.564], [0.622, -2.224, -1.667], [-0.115, -3.445, -1.184], [0.664, -4.698, -1.520], [1.988, -4.697, -1.675], [2.771, -3.464, -1.587], [4.540, 1.348, 0.734], [3.120, 2.041, -0.076], [4.479, 1.407, -1.029], [0.963, -3.085, 1.929], [1.878, -5.295, 2.524], [4.317, -5.684, 2.428], [5.835, -3.861, 1.746], [4.928, -1.653, 1.143], [4.284, -0.440, 3.188], [4.673, 1.202, 4.972], [3.106, 3.078, 5.300], [1.143, 3.333, 3.818], [0.742, 1.700, 2.020], [1.570, 1.028, -3.911], [2.853, 1.536, -5.955], [5.207, 0.823, -6.147], [6.289, -0.409, -4.302], [5.020, -0.952, -2.264], [0.354, -1.963, -2.689], [-0.256, -3.430, -0.091], [0.094, -5.618, -1.531], [2.511, -5.629, -1.842], [3.850, -3.518, -1.534], [-1.109, 4.521, -1.090], [-1.170, 3.524, -2.140], [-1.700, 3.855, -3.469], [-1.679, 2.499, -4.187], [-0.804, 1.706, -3.314], [-0.669, 2.302, -2.126], [0.214, 1.707, -0.749], [-0.428, 5.324, -1.376], [-0.772, 4.063, -0.164], [-2.106, 4.931, -0.935], [-1.059, 4.599, -3.946], [-2.703, 4.266, -3.370], [-1.261, 2.563, -5.188], [-2.669, 2.044, -4.239], [-0.814, 0.697, -3.358], [-1.468, -3.562, -1.682], [-2.158, -2.439, -2.572], [-1.439, -2.278, -3.802], [-3.539, -2.745, -2.575], [-1.914, -0.670, -1.506]], "s2": 0.7688, "e_tot_ha": -4901.6081, "e_homo_ev": [-13.2, -13.2], "orbital_gap_ev": [6.3, 6.0], "e_above_lowest_ev": 0.986, "total_charge": 2, "max_force_ha_per_bohr": 0.0130, "lumo_ev": [-6.9, -7.2], "multiplicity": 2}

***

(5)
{"formula": "C20H47ClGdO2P2", "method": "wB97M-V/def2-TZVPD", "species": ["Gd", "Cl", "P", "C", "C", "C", "C", "H", "C", "H", "H", "H", "H", "H", "H", "H", "C", "C", "H", "H", "H", "H", "H", "H", "C", "H", "C", "H", "H", "H", "H", "H", "H", "H", "H", "P", "C", "C", "C", "C", "H", "C", "H", "H", "H", "H", "H", "H", "H", "C", "C", "H", "H", "H", "H", "H", "H", "C", "H", "C", "H", "H", "H", "H", "H", "H", "C", "O", "C", "O", "H", "H", "H"], "coordinates": [[0.130, -0.019, -0.499], [-0.055, 0.067, -3.039], [-0.313, -2.796, -0.502], [0.719, -3.452, -1.869], [-0.027, -3.799, 0.970], [-2.067, -2.823, -1.068], [2.082, -2.739, -1.971], [0.149, -3.229, -2.796], [0.914, -4.976, -1.836], [1.608, -5.315, -1.053], [1.325, -5.316, -2.802], [-0.033, -5.510, -1.690], [1.975, -1.736, -2.401], [2.751, -3.313, -2.632], [2.567, -2.634, -0.995], [-2.039, -2.252, -2.021], [-3.078, -2.130, -0.135], [-2.493, -4.245, -1.421], [-1.965, -4.601, -2.312], [-3.568, -4.242, -1.644], [-2.327, -4.963, -0.608], [-2.589, -1.468, 0.594], [-3.710, -2.854, 0.405], [-3.746, -1.498, -0.741], [1.363, -3.483, 1.516], [-0.093, -4.856, 0.661], [-1.086, -3.492, 2.032], [2.157, -3.778, 0.829], [1.530, -3.994, 2.470], [1.460, -2.415, 1.737], [-1.141, -2.409, 2.236], [-0.824, -3.958, 2.993], [-2.081, -3.843, 1.734], [1.692, -0.641, 0.275], [-1.317, 0.564, 0.640], [0.441, 2.806, -0.443], [-0.727, 3.503, -1.660], [0.327, 3.744, 1.088], [2.121, 2.842, -1.206], [-2.087, 2.777, -1.644], [-0.260, 3.325, -2.653], [-0.929, 5.022, -1.543], [-1.535, 5.321, -0.676], [-1.444, 5.398, -2.444], [0.024, 5.562, -1.479], [-2.012, 1.782, -2.097], [-2.816, 3.350, -2.238], [-2.479, 2.651, -0.629], [1.982, 2.316, -2.175], [3.217, 2.095, -0.421], [2.512, 4.279, -1.530], [1.884, 4.683, -2.331], [3.551, 4.286, -1.881], [2.451, 4.956, -0.669], [2.821, 1.517, 0.424], [3.986, 2.788, -0.041], [3.714, 1.376, -1.094], [-1.029, 3.448, 1.724], [0.405, 4.810, 0.817], [1.466, 3.364, 2.038], [-1.850, 3.937, 1.195], [-1.052, 3.773, 2.770], [-1.217, 2.365, 1.753], [1.462, 2.289, 2.268], [1.353, 3.874, 3.005], [2.443, 3.628, 1.621], [-1.059, 0.069, 4.200], [-1.216, 0.023, 2.803], [-0.155, 0.010, 2.006], [1.036, -0.064, 2.377], [-0.655, -0.859, 4.586], [-2.065, 0.181, 4.592], [-0.479, 0.924, 4.528]], "s2": 16.0610, "e_tot_ha": -2849.1604, "e_homo_ev": [-1.4, -1.2], "orbital_gap_ev": [4.2, 4.0], "total_charge": -1, "max_force_ha_per_bohr": 0.0893, "lumo_ev": [2.8, 2.8], "multiplicity": 8}

***

(6)
{"formula": "C16H11N3NiO4", "method": "wB97M-V/def2-TZVPD", "species": ["Ni", "C", "O", "C", "O", "C", "O", "C", "O", "C", "H", "H", "C", "H", "H", "N", "C", "C", "C", "C", "C", "C", "C", "N", "C", "C", "N", "C", "H", "H", "H", "H", "H", "H", "H"], "coordinates": [[-0.042, -0.061, -0.824], [0.243, 0.937, 0.533], [0.547, 1.515, 1.489], [-0.275, 1.378, -1.837], [-0.307, 2.387, -2.442], [-1.753, -0.249, -0.253], [-2.814, -0.081, 0.226], [1.751, -0.094, -0.847], [2.879, 0.181, -0.736], [-0.006, -1.287, -3.193], [0.937, -1.823, -3.141], [-0.944, -1.829, -3.114], [-0.028, 0.012, -3.508], [-0.961, 0.483, -3.839], [0.891, 0.558, -3.730], [-0.201, 1.583, 10.155], [-0.186, 0.998, 9.133], [-0.200, 0.309, 7.847], [-1.281, 0.423, 6.956], [-1.255, -0.189, 5.694], [-0.148, -0.982, 5.371], [0.877, -1.216, 6.289], [0.851, -0.544, 7.510], [-0.082, -1.562, 4.097], [0.907, -2.440, 3.644], [0.940, -2.288, 2.282], [-0.059, -1.433, 1.868], [-0.689, -1.017, 2.953], [-2.121, 1.045, 7.252], [-2.078, -0.040, 4.980], [1.728, -1.820, 5.979], [1.676, -0.710, 8.189], [1.553, -3.022, 4.279], [1.655, -2.755, 1.635], [-1.583, -0.390, 2.996]], "s2": 2.0524, "e_tot_ha": -2589.0403, "e_homo_ev": [-15.5, -15.9], "orbital_gap_ev": [8.5, 5.0], "e_above_lowest_ev": 0.000, "total_charge": 2, "max_force_ha_per_bohr": 0.1802, "lumo_ev": [-7.0, -10.9], "multiplicity": 3}

***

(7)
{"formula": "CH3PS", "method": "wB97M-V/def2-TZVPD", "species": ["P", "C", "S", "H", "H", "H"], "coordinates": [[-0.278, 0.209, -0.296], [0.878, -0.146, 0.915], [0.716, -1.029, 2.238], [-1.436, 0.053, -0.831], [-0.035, 1.500, -0.746], [0.155, -0.587, -1.281]], "e_tot_ha": -779.2735, "e_homo_ev": -7.3, "orbital_gap_ev": 6.9, "smiles": "[PH3]=C=S", "e_above_lowest_ev": 3.833, "max_force_ha_per_bohr": 0.0900, "lumo_ev": -0.4}

***

(8)
{"formula": "C20H38CeNO2P3", "method": "wB97M-V/def2-TZVPD", "species": ["P", "C", "H", "H", "H", "C", "H", "H", "H", "C", "H", "H", "H", "P", "C", "H", "H", "H", "C", "H", "H", "H", "C", "H", "H", "H", "P", "C", "H", "H", "H", "C", "H", "H", "H", "C", "H", "H", "H", "Ce", "C", "O", "C", "O", "C", "C", "C", "C", "C", "C", "H", "H", "H", "H", "H", "H", "C", "C", "C", "N", "H", "H", "H", "H", "H"], "coordinates": [[-1.710, -2.391, -0.399], [-2.497, -2.981, 1.126], [-3.042, -3.909, 0.915], [-3.203, -2.227, 1.490], [-1.743, -3.176, 1.895], [-3.188, -2.314, -1.475], [-2.903, -2.215, -2.527], [-3.798, -1.453, -1.173], [-3.755, -3.240, -1.338], [-0.974, -3.952, -0.997], [-1.776, -4.695, -1.116], [-0.233, -4.317, -0.272], [-0.489, -3.776, -1.968], [3.023, -0.479, -0.046], [3.795, -0.915, 1.531], [4.889, -0.822, 1.449], [3.538, -1.943, 1.814], [3.438, -0.232, 2.311], [3.801, -1.732, -1.131], [3.671, -1.462, -2.185], [3.327, -2.705, -0.948], [4.873, -1.787, -0.895], [4.038, 0.983, -0.484], [5.099, 0.684, -0.519], [3.893, 1.773, 0.269], [3.725, 1.362, -1.469], [-0.864, 2.768, 0.026], [-1.075, 3.544, 1.645], [-1.683, 4.448, 1.523], [-0.110, 3.816, 2.083], [-1.601, 2.858, 2.317], [-0.134, 4.155, -0.912], [-0.679, 5.066, -0.643], [-0.224, 3.975, -1.989], [0.924, 4.252, -0.633], [-2.599, 2.846, -0.573], [-2.906, 3.900, -0.560], [-3.236, 2.263, 0.105], [-2.678, 2.447, -1.594], [0.084, 0.039, -1.006], [0.799, -1.854, 0.749], [0.890, -2.424, 1.763], [1.349, 1.432, 0.952], [1.631, 1.723, 2.048], [0.839, 1.412, -2.915], [-0.565, 1.328, -2.987], [-1.188, 0.076, -3.100], [-0.411, -1.101, -3.130], [0.987, -1.016, -3.056], [1.616, 0.241, -2.942], [1.315, 2.367, -2.733], [-1.178, 2.223, -2.933], [-2.270, 0.002, -3.054], [-0.876, -2.077, -3.193], [1.582, -1.919, -2.987], [2.690, 0.317, -2.859], [-1.343, 0.642, 4.995], [-1.445, -0.458, 3.913], [-1.190, -0.063, 2.552], [-1.033, 0.149, 1.418], [-0.397, 1.190, 4.908], [-1.415, 0.196, 5.999], [-2.179, 1.338, 4.866], [-0.767, -1.294, 4.142], [-2.461, -0.885, 3.933]], "e_tot_ha": -2487.6673, "e_homo_ev": [-21.7, -21.7], "orbital_gap_ev": [6.4, 6.4], "total_charge": 4, "max_force_ha_per_bohr": 0.2346, "lumo_ev": [-15.3, -15.3]}

***

In order of appearance, M = 238.595; 98.126; 357.400; 906.097; 574.245; 367.974; 78.076; 557.567 g mol⁻¹.